Record 1
Density functional theory data (the ωB97M-V functional and the def2-TZVPD basis) for one molecule with the formula Cl2FPS in a non-equilibrium geometry.

Calculated total energy ... -1759.7313 a.u.
Highest occupied orbital energy (spin up / spin down) ... -7.47 / -9.59 eV
Spin multiplicity ... 3
<S²> ... 2.0194

Last column: Mulliken charge in e.
Atoms and positions in Å:
1 F -1.129 -1.305 -0.164  -0.244
2 P -0.927 0.178 -0.843  0.390
3 S 3.015 -0.543 0.570  0.028
4 Cl 1.666 0.367 -0.765  -0.045
5 Cl -1.243 1.604 0.497  -0.129

Record 2
Density functional theory data (the ωB97M-V functional and the def2-TZVPD basis) for C39H64AsN3NiO4PSbSe2Si3 as an isolated structure in a non-equilibrium geometry.

Calculated total energy ... -11986.9889 a.u.
Highest occupied orbital energy (spin up / spin down) ... -7.51 / -7.73 eV
Spin multiplicity ... 3
<S²> ... 2.0079

Last column: Mulliken charge in e.
Atoms and positions in Å:
1 Ni -14.959 -0.173 -18.034  2.404
2 Se -16.491 -2.276 -17.776  -0.593
3 P -14.541 -3.161 -18.065  0.481
4 Se -13.160 -1.726 -17.274  -0.310
5 C -14.459 -4.742 -17.250  0.536
6 C -14.049 -4.784 -15.931  -0.053
7 C -13.991 -5.994 -15.250  -1.019
8 C -14.360 -7.137 -15.905  -0.358
9 C -14.823 -7.122 -17.218  -0.699
10 C -14.880 -5.934 -17.882  -0.580
11 C -14.216 -3.564 -19.825  1.094
12 C -12.878 -3.610 -20.233  -0.805
13 C -12.554 -4.085 -21.498  -0.657
14 C -13.558 -4.489 -22.393  -0.598
15 C -14.896 -4.438 -21.995  -0.758
16 C -15.223 -4.006 -20.698  -0.573
17 H -13.807 -3.859 -15.393  0.218
18 H -13.656 -6.053 -14.215  0.418
19 H -14.186 -8.152 -15.496  0.306
20 H -15.127 -8.053 -17.681  0.424
21 H -15.176 -5.903 -18.895  0.426
22 H -12.118 -3.247 -19.575  0.443
23 H -11.526 -4.106 -21.842  0.401
24 H -13.239 -4.927 -23.335  0.405
25 H -15.660 -4.782 -22.644  0.489
26 H -16.266 -4.022 -20.374  0.416
27 C -15.839 4.422 -20.231  -0.989
28 N -15.842 2.954 -20.464  0.456
29 C -15.820 2.404 -21.719  -0.347
30 C -16.039 1.091 -21.908  -1.082
31 C -16.203 0.291 -20.748  0.867
32 N -16.182 0.826 -19.510  0.110
33 C -16.077 2.187 -19.349  -0.279
34 O -16.162 2.688 -18.248  -0.585
35 N -16.415 -1.001 -20.912  -0.199
36 H -16.816 4.747 -19.912  0.287
37 H -15.537 4.943 -21.139  0.326
38 H -15.182 4.632 -19.433  0.310
39 H -15.647 3.080 -22.528  0.469
40 H -16.089 0.649 -22.905  0.451
41 H -16.020 -1.482 -21.694  0.371
42 H -16.447 -1.555 -20.073  -0.448
43 C -16.187 -0.378 -12.033  -1.193
44 Si -15.535 -1.058 -13.592  0.559
45 C -13.703 -1.347 -13.344  -0.201
46 C -16.411 -2.727 -13.810  -0.833
47 Sb -15.749 0.656 -15.541  -1.679
48 Si -18.294 0.919 -15.687  0.810
49 C -19.149 0.797 -14.113  -1.246
50 C -18.594 2.571 -16.416  -0.695
51 C -19.122 -0.422 -16.717  -1.201
52 Si -15.130 2.757 -14.141  0.487
53 C -16.412 3.267 -12.954  -1.170
54 C -14.685 4.033 -15.445  -0.064
55 C -13.605 2.478 -13.098  -0.415
56 H -16.385 -1.186 -11.349  0.456
57 H -17.129 0.148 -12.157  0.271
58 H -15.496 0.271 -11.529  0.352
59 H -13.512 -2.044 -12.523  0.522
60 H -13.053 -0.467 -13.263  -0.037
61 H -13.359 -1.877 -14.237  -0.345
62 H -16.161 -3.482 -13.046  0.357
63 H -16.223 -3.199 -14.780  0.040
64 H -17.463 -2.509 -13.738  0.332
65 H -18.719 1.397 -13.332  0.358
66 H -19.203 -0.212 -13.751  0.296
67 H -20.180 1.129 -14.216  0.425
68 H -18.131 3.362 -15.839  0.220
69 H -19.660 2.755 -16.554  0.511
70 H -18.122 2.621 -17.398  -0.044
71 H -19.064 -1.404 -16.179  0.237
72 H -18.753 -0.513 -17.705  0.233
73 H -20.161 -0.143 -16.807  0.448
74 H -17.313 3.700 -13.379  0.345
75 H -15.971 3.906 -12.199  0.416
76 H -16.803 2.415 -12.443  0.283
77 H -15.574 4.349 -15.990  0.297
78 H -14.101 3.531 -16.227  -0.633
79 H -14.119 4.851 -14.978  0.512
80 H -13.849 1.792 -12.263  0.325
81 H -13.276 3.440 -12.720  0.529
82 H -12.779 2.048 -13.631  -0.466
83 C -9.548 -0.717 -13.794  -1.150
84 C -9.828 0.697 -14.330  -0.612
85 As -11.097 0.675 -15.858  0.183
86 C -11.029 2.572 -16.426  0.978
87 C -9.829 3.439 -16.058  -1.740
88 C -9.960 -0.100 -17.280  -0.195
89 C -8.560 0.447 -17.494  -1.414
90 H -8.891 -0.647 -12.918  0.398
91 H -9.049 -1.321 -14.531  0.285
92 H -10.495 -1.211 -13.594  0.150
93 H -8.910 1.192 -14.644  0.513
94 H -10.303 1.347 -13.566  0.420
95 H -11.964 3.039 -16.065  -0.246
96 H -11.075 2.547 -17.502  -0.293
97 H -9.830 3.851 -15.036  0.321
98 H -9.842 4.299 -16.722  0.439
99 H -8.877 2.958 -16.259  0.324
100 H -10.541 0.006 -18.219  0.129
101 H -9.936 -1.164 -17.072  0.524
102 H -8.564 1.388 -18.057  0.263
103 H -8.015 -0.278 -18.097  0.436
104 H -8.020 0.569 -16.544  0.247
105 O -12.311 1.264 -22.356  -0.755
106 C -12.137 2.339 -21.529  0.431
107 C -11.708 3.534 -22.084  -0.752
108 C -11.698 4.691 -21.311  -0.579
109 C -12.122 4.639 -19.963  -1.307
110 C -12.511 3.422 -19.474  0.170
111 C -12.543 2.272 -20.198  -0.200
112 C -13.129 1.060 -19.564  0.789
113 O -13.303 0.036 -20.236  -0.688
114 O -13.543 1.225 -18.378  0.047
115 H -12.711 0.583 -21.826  0.317
116 H -11.338 3.541 -23.089  0.524
117 H -11.251 5.585 -21.771  0.374
118 H -12.138 5.471 -19.295  0.563
119 H -12.799 3.396 -18.423  0.527

Please write out number 1 again, unchanged.
Density functional theory data (the ωB97M-V functional and the def2-TZVPD basis) for one molecule with the formula Cl2FPS in a non-equilibrium geometry.

Calculated total energy ... -1759.7313 a.u.
Highest occupied orbital energy (spin up / spin down) ... -7.47 / -9.59 eV
Spin multiplicity ... 3
<S²> ... 2.0194

Last column: Mulliken charge in e.
Atoms and positions in Å:
1 F -1.129 -1.305 -0.164  -0.244
2 P -0.927 0.178 -0.843  0.390
3 S 3.015 -0.543 0.570  0.028
4 Cl 1.666 0.367 -0.765  -0.045
5 Cl -1.243 1.604 0.497  -0.129

Question: What is the <S²> in the second record?
Answer: 2.0079

Question: Number 1 is which compound?
Answer: Cl2FPS